1.
{
  "formula": "C4H2Si",
  "method": "ωB97M-V with the def2-TZVPD basis set",
  "elements": ["C", "C", "C", "C", "Si", "H", "H"],
  "positions_angstrom": [[-0.90433, -0.61243, -0.05346], [-1.79148, 0.24988, 0.19389], [0.71714, -1.73699, -0.66041], [-2.64011, 1.20325, -0.07112], [1.29487, -0.19630, 0.03372], [0.69688, 0.94323, 1.02827], [2.62702, 0.14936, -0.47090]],
  "s_squared": 2.026,
  "multiplicity": 3,
  "homo_lumo_gap_ev": [6.7, 7.0],
  "de_lowest_kj_mol": 346.2,
  "homo_energy_ev": [-8.13, -10.44]
}



2.
{
  "formula": "C4H30N2O13",
  "method": "ωB97M-V with the def2-TZVPD basis set",
  "elements": ["C", "C", "N", "C", "C", "N", "O", "O", "H", "H", "H", "H", "H", "H", "H", "H", "H", "H", "O", "H", "H", "O", "H", "H", "O", "H", "H", "O", "H", "H", "O", "H", "H", "O", "H", "H", "O", "H", "H", "O", "H", "H", "O", "H", "H", "O", "H", "H", "O"],
  "positions_angstrom": [[-2.07013, -2.23451, 1.87808], [-0.73741, -2.77332, 1.51435], [-0.03280, -2.22218, 0.47408], [-0.52829, -1.22913, -0.45566], [-0.32463, 0.16846, 0.10146], [0.87620, 0.45123, 0.57753], [-1.26433, 0.96649, 0.18527], [-0.07233, -3.52122, 2.21573], [-2.78344, -2.37156, 1.05705], [-2.41535, -2.77251, 2.75783], [-2.10711, -1.17310, 2.12111], [0.93352, -2.48177, 0.33160], [-0.01290, -1.34238, -1.41633], [-1.58082, -1.28312, -0.73931], [1.62108, -0.23846, 0.57789], [1.17660, 1.28245, 1.08937], [2.01300, 2.05807, -2.84178], [1.71481, 0.68820, -2.32567], [1.56254, 1.24450, -3.08761], [1.77856, -3.23640, 2.40984], [2.42007, -2.18123, 3.26166], [2.67622, -2.93609, 2.71449], [2.39369, 2.50971, 4.46378], [0.91240, 2.58212, 3.93142], [1.76749, 2.12318, 3.81476], [-3.57852, 1.60653, -1.93688], [-2.65768, 0.63030, -1.16308], [-3.54544, 0.73455, -1.52479], [-2.08384, -2.22336, -3.59155], [-2.17612, -3.26698, -2.42826], [-2.69283, -2.80025, -3.11841], [-0.47056, 1.13748, -5.45925], [0.17590, 1.34499, -4.10282], [-0.70312, 1.25460, -4.53108], [-1.23285, 2.50418, -3.51444], [-2.20993, 3.74938, -3.39362], [-1.78161, 3.04117, -2.88004], [1.42852, 0.28237, 3.67783], [1.26643, -0.57942, 4.97774], [1.38608, -0.66040, 4.02493], [0.99122, 3.99038, -0.27012], [2.25564, 3.87527, 0.65842], [1.97904, 4.08524, -0.23038], [3.07476, -1.94697, 1.06130], [4.15071, -1.35878, 0.15397], [3.20191, -1.41301, 0.25719], [-1.09934, 3.34696, -1.39850], [-0.80928, 2.61901, 0.05292], [-0.53890, 3.31538, -0.57954]],
  "s_squared": 0.750,
  "multiplicity": 2,
  "homo_lumo_gap_ev": [2.0, 9.4],
  "total_charge": -1,
  "de_lowest_kj_mol": 0.0,
  "homo_energy_ev": [0.05, -7.45]
}



3.
{
  "formula": "C4H30O12",
  "method": "ωB97M-V with the def2-TZVPD basis set",
  "elements": ["C", "C", "C", "C", "O", "H", "H", "H", "H", "H", "H", "H", "H", "O", "H", "H", "O", "H", "H", "O", "H", "H", "O", "H", "H", "O", "H", "H", "O", "H", "H", "O", "H", "H", "O", "H", "H", "O", "H", "H", "O", "H", "H", "O", "H", "H"],
  "positions_angstrom": [[0.58946, 0.31131, -2.14200], [-0.16044, -0.81291, -1.46068], [-0.37426, -1.06675, -0.15935], [-1.50426, -1.92883, 0.26298], [-2.67094, -1.12574, 0.63386], [1.32014, -0.09958, -2.89070], [-0.07023, 0.77189, -2.82715], [1.13930, 1.09533, -1.57901], [-0.68655, -1.54342, -2.20210], [0.07117, -0.44925, 0.68172], [-1.22693, -2.58646, 1.10817], [-1.90287, -2.56139, -0.57218], [-2.83988, -1.40894, 1.51458], [-1.41419, 2.82265, 2.52996], [-1.28648, 2.78258, 1.60990], [-1.38868, 1.92865, 2.91312], [-1.40010, 0.13848, 3.23018], [-1.80645, -0.08414, 2.38514], [-0.48715, -0.37930, 3.21831], [-2.55700, 0.74268, -1.58791], [-1.99220, 1.56336, -1.74335], [-2.11606, 0.35594, -0.81699], [-2.58433, -0.96722, -3.63438], [-3.06625, -1.54741, -3.04963], [-2.59465, -0.14171, -3.09112], [3.49228, -1.81441, 2.65343], [3.51256, -1.82429, 1.70071], [3.02924, -2.61519, 2.91670], [0.60951, -1.52713, -4.87648], [0.42293, -0.67157, -5.22483], [-0.21675, -1.92718, -4.63513], [-0.59697, 2.48805, -0.60428], [-0.32211, 1.98136, 0.15764], [-0.35217, 3.38165, -0.66070], [2.37475, 3.04883, -0.33258], [1.93917, 2.52496, 0.35173], [3.19019, 3.41839, 0.18168], [0.83224, 2.18927, 1.74434], [0.63231, 1.53366, 2.41293], [0.82766, 3.09503, 2.12867], [1.02070, -0.96835, 3.30692], [1.91584, -1.24378, 2.93982], [1.12136, -0.91594, 4.16475], [2.62405, -2.28205, 0.16361], [2.99077, -2.17936, -0.75093], [1.96230, -1.50181, -0.06934]],
  "homo_lumo_gap_ev": 10.0,
  "smiles": "C/C=C/CO.O.O.O.O.O.O.O.O.O.O.O",
  "de_lowest_kj_mol": 257.1,
  "homo_energy_ev": -9.99
}



4.
{
  "formula": "C4H31N3O9",
  "method": "ωB97M-V with the def2-TZVPD basis set",
  "elements": ["C", "C", "C", "C", "N", "N", "N", "H", "H", "H", "H", "H", "H", "H", "H", "H", "H", "H", "H", "H", "H", "H", "O", "H", "H", "O", "H", "H", "O", "H", "H", "O", "H", "H", "O", "H", "H", "O", "H", "H", "O", "H", "H", "O", "H", "H", "O"],
  "positions_angstrom": [[0.28357, 1.90949, -1.70444], [0.28440, 2.02516, -0.17253], [1.32594, 1.23744, 0.56039], [2.58214, 1.70203, 0.73885], [3.56449, 1.18333, 1.51516], [1.03444, -0.17710, 0.82965], [-1.09019, 1.65318, -2.26157], [0.74493, 2.74003, -2.21936], [0.86275, 1.04510, -2.04525], [0.57001, 3.05771, 0.04860], [-0.72745, 2.00239, 0.23598], [2.70147, 2.75313, 0.49021], [4.51085, 1.44375, 1.30184], [3.36386, 0.36950, 2.06538], [0.25462, -0.26713, 1.48887], [1.76832, -0.76219, 1.24412], [0.72900, -0.77544, 0.04801], [-1.81455, 1.40403, -1.52445], [-1.31120, 2.54312, -2.70379], [-1.27595, 0.91965, -2.97106], [-1.48751, -2.02348, -0.25934], [-0.53485, -3.13512, -0.72405], [-0.63718, -2.17609, -0.67792], [-3.61699, 2.83408, -1.70137], [-3.48839, 1.99926, -0.51410], [-3.05635, 2.76272, -0.92417], [-4.00544, -0.20027, -2.48012], [-4.07571, 0.04097, -1.00600], [-3.45016, 0.07153, -1.73591], [-0.93886, -1.32880, -2.51575], [-1.60667, -1.29983, -3.89012], [-0.96607, -0.82473, -3.34646], [2.96052, -2.23260, 2.36952], [3.72703, -3.02814, 1.37519], [2.90315, -3.06233, 1.87784], [3.30129, -2.20253, -0.67527], [4.32148, -1.16460, -0.85156], [3.65918, -1.43926, -0.20376], [-0.60203, -2.67389, 1.87986], [-1.99274, -2.14458, 2.36619], [-1.09248, -1.89266, 2.15699], [0.45077, -1.41506, 3.20476], [1.47700, -1.92062, 4.21832], [1.40125, -1.51033, 3.34865], [-4.36750, 0.36331, 1.14524], [-3.23500, 1.16617, 1.60346], [-3.40918, 0.42971, 0.99526]],
  "homo_lumo_gap_ev": 9.0,
  "total_charge": 2,
  "homo_energy_ev": -14.63
}



5.
{
  "formula": "C4H32N2O13",
  "method": "ωB97M-V with the def2-TZVPD basis set",
  "elements": ["C", "C", "O", "C", "N", "C", "N", "O", "H", "H", "H", "H", "H", "H", "H", "H", "H", "H", "O", "H", "H", "O", "H", "H", "O", "H", "H", "O", "H", "H", "O", "H", "H", "O", "H", "H", "O", "H", "H", "O", "H", "H", "O", "H", "H", "O", "H", "H", "O", "H", "H"],
  "positions_angstrom": [[3.70150, 0.70663, 1.05443], [2.62915, 1.34573, 0.19722], [2.55447, 2.73156, 0.48466], [1.24788, 0.65545, 0.39024], [0.37750, 0.93216, -0.76806], [0.61148, 1.05063, 1.73831], [-0.54429, 0.34077, 2.08575], [1.14038, 1.78247, 2.54095], [4.62091, 1.27812, 0.97499], [3.47381, 0.76720, 2.12556], [3.87331, -0.33669, 0.71833], [2.86501, 1.31244, -0.89909], [2.20620, 2.83419, 1.41986], [1.46841, -0.42754, 0.39958], [0.38336, 1.91596, -1.05097], [-0.61244, 0.62771, -0.57613], [-1.12180, -0.05629, 1.32927], [-1.03863, 0.61113, 2.92095], [-1.22069, -2.12329, -3.15611], [-1.29806, -2.72838, -2.44210], [-0.42578, -1.66350, -2.96193], [-0.46064, -3.83310, 0.36709], [-0.19523, -3.70855, 1.24364], [0.24889, -3.44556, -0.09837], [-2.48103, -0.04972, -0.16145], [-2.75879, -0.03485, -1.10307], [-2.64351, -0.92823, 0.09912], [-3.35278, 2.21132, 0.95228], [-3.10584, 1.40645, 0.55533], [-4.10419, 2.05703, 1.49266], [0.85501, -2.54859, 2.34968], [0.44157, -1.63041, 2.45503], [1.54046, -2.47641, 1.65028], [1.08351, -0.91831, -2.54502], [0.85215, -0.12694, -1.92867], [1.66499, -0.56922, -3.25928], [0.58530, 3.78913, -1.01834], [1.42706, 3.65005, -0.61589], [-0.03890, 3.76457, -0.31604], [-2.82810, -2.62029, 0.48553], [-3.46566, -3.16508, -0.03908], [-2.02128, -3.00224, 0.48364], [-0.79038, 3.04025, 1.15546], [-1.71991, 2.88885, 1.13634], [-0.65175, 3.45686, 1.97692], [-3.15064, -0.31695, -2.73787], [-2.99478, 0.34686, -3.40096], [-2.48952, -0.98565, -2.93577], [1.74319, -2.59432, -0.55481], [1.49349, -1.99086, -1.28725], [2.42562, -3.22249, -0.92687]],
  "homo_lumo_gap_ev": 9.9,
  "smiles": "C[C@H](O)[C@H](N)C(N)=O.O.O.O.O.O.O.O.O.O.O.O",
  "de_lowest_kj_mol": 105.2,
  "homo_energy_ev": -9.76
}



6.
{
  "formula": "C4H32NO10S",
  "method": "ωB97M-V with the def2-TZVPD basis set",
  "elements": ["C", "C", "C", "C", "S", "N", "H", "H", "H", "H", "H", "H", "H", "H", "H", "H", "H", "H", "H", "H", "O", "H", "H", "O", "H", "H", "O", "H", "H", "O", "H", "H", "O", "H", "H", "O", "H", "H", "O", "H", "H", "O", "H", "H", "O", "H", "H", "O"],
  "positions_angstrom": [[-0.08889, 2.89934, -0.38944], [-0.40439, 1.51489, -0.34752], [-0.26681, 0.83531, -1.85550], [-1.47962, -0.22648, -1.91006], [-3.18326, 0.15918, -2.33319], [0.55569, 0.85108, 0.71682], [0.76658, 3.35203, -0.85884], [0.13889, 3.33027, 0.62066], [-0.77216, 3.47129, -0.88568], [-1.52311, 1.37235, 0.00447], [-0.44137, 1.61429, -2.67048], [0.59866, 0.35411, -2.14110], [-1.29938, -0.71250, -0.91234], [-1.11990, -0.99458, -2.67240], [-3.67136, 0.68856, -1.22200], [1.26605, 1.44313, 1.18534], [1.13928, 0.17281, 0.19451], [-0.00061, 0.30512, 1.46795], [-0.93033, -0.38772, 3.60157], [-1.26116, -1.17981, 2.42895], [-1.17992, -0.22942, 2.81643], [2.77829, -1.27581, -1.73906], [2.73004, 0.31252, -1.84754], [2.62805, -0.34787, -1.20397], [-2.45580, -2.64539, 2.03520], [-1.64405, -2.35622, 0.76517], [-1.54684, -2.60487, 1.70513], [2.90294, 1.74473, 2.68211], [2.86155, 3.01582, 1.58334], [2.51157, 2.31007, 2.02339], [1.26068, -1.89620, 3.32153], [0.30628, -2.24046, 4.44600], [0.81350, -1.59971, 4.04256], [2.78628, -4.54732, -0.03007], [3.32786, -3.31945, -0.68336], [3.24359, -3.69739, 0.22410], [1.30704, -3.04614, -1.47009], [1.87771, -3.33253, -2.97086], [1.96850, -2.78423, -2.08542], [-4.20653, 2.03886, -0.11550], [-3.83201, 3.38842, 0.36166], [-3.50923, 2.42553, 0.26539], [0.84381, -2.66550, 1.05090], [2.31017, -2.14232, 0.67731], [1.33608, -1.84132, 0.75730], [-2.64515, 2.55981, -2.10935], [-2.69393, 2.92388, -3.67292], [-2.10327, 2.98987, -2.85112]],
  "homo_lumo_gap_ev": 9.0,
  "total_charge": 1,
  "de_lowest_kj_mol": 322.5,
  "homo_energy_ev": -11.83
}



7.
{
  "formula": "C4H33N2O13",
  "method": "ωB97M-V with the def2-TZVPD basis set",
  "elements": ["N", "C", "C", "C", "O", "C", "N", "O", "H", "H", "H", "H", "H", "H", "H", "H", "H", "H", "H", "H", "H", "O", "H", "H", "O", "H", "H", "O", "H", "H", "O", "H", "H", "O", "H", "H", "O", "H", "H", "O", "H", "H", "O", "H", "H", "O", "H", "H", "O", "H", "H", "O"],
  "positions_angstrom": [[0.56521, 2.05117, -1.76089], [-0.57162, 1.32639, -0.99774], [-0.13346, 1.30047, 0.46560], [-0.49140, -0.06707, 1.10464], [0.40504, -1.08015, 0.67096], [-1.89111, 2.03765, -1.06282], [-2.90804, 1.28082, -1.60648], [-2.18021, 3.12886, -0.59897], [0.38042, 1.77664, -2.76003], [1.52480, 1.71229, -1.60061], [0.62875, 3.03959, -1.50166], [-0.45632, 0.26279, -1.32546], [-0.69872, 2.06129, 1.02119], [0.92212, 1.39845, 0.60513], [-1.52434, -0.34380, 0.81532], [-0.62233, -0.02554, 2.20496], [1.11576, -1.29256, 1.29201], [-2.79305, 0.49397, -2.23075], [-3.75390, 1.81747, -1.47380], [-2.44765, -3.21120, -1.90659], [-0.89155, -2.80931, -1.67662], [-1.74048, -2.58806, -2.08113], [-1.15054, 0.15178, 4.13770], [-2.21597, 0.11246, 3.10273], [-1.67599, -0.49001, 3.63698], [4.09474, 0.51394, 3.54259], [3.19287, -0.12855, 4.60556], [3.68045, -0.31867, 3.79176], [3.52284, 0.78798, -1.25165], [2.83858, 0.85684, 0.19907], [3.08576, 1.34527, -0.60136], [3.93661, -0.99338, 1.06138], [2.77876, -0.50386, 2.00113], [3.00514, -0.75426, 1.07611], [-0.94258, 0.08848, -4.10446], [-0.15508, 1.28352, -4.77701], [-0.69582, 1.05458, -4.00728], [-3.06790, -1.30849, -4.08884], [-1.80705, -0.95893, -3.21344], [-2.54325, -0.58217, -3.72942], [0.84735, -4.30644, 0.07555], [0.25692, -2.88523, 0.01234], [0.32474, -3.72539, -0.48905], [1.98363, -1.63938, 3.99862], [0.43763, -1.59674, 3.68001], [1.28557, -1.13830, 3.57421], [-4.18786, 1.95438, 2.46174], [-3.06459, 2.46835, 1.57139], [-3.26419, 2.23617, 2.49630], [2.51435, -1.47279, -2.20606], [2.18008, -1.44221, -0.69820], [2.36688, -0.87910, -1.45472]],
  "s_squared": 0.751,
  "multiplicity": 2,
  "homo_lumo_gap_ev": [2.1, 10.3],
  "de_lowest_kj_mol": 0.0,
  "homo_energy_ev": [-2.18, -10.35]
}